[1]
{
  "formula": "C20H60O10",
  "method": "wB97M-V/def2-TZVPD",
  "elements": ["O", "O", "O", "O", "O", "O", "O", "O", "O", "O", "C", "C", "C", "C", "C", "C", "C", "C", "C", "C", "C", "C", "C", "C", "C", "C", "C", "C", "C", "C", "H", "H", "H", "H", "H", "H", "H", "H", "H", "H", "H", "H", "H", "H", "H", "H", "H", "H", "H", "H", "H", "H", "H", "H", "H", "H", "H", "H", "H", "H", "H", "H", "H", "H", "H", "H", "H", "H", "H", "H", "H", "H", "H", "H", "H", "H", "H", "H", "H", "H", "H", "H", "H", "H", "H", "H", "H", "H", "H", "H"],
  "coordinates": [[-3.92435, 0.36811, -3.80249], [-0.43365, 0.30843, 0.91137], [0.87143, -1.28309, 2.82989], [2.39306, -2.75526, -3.36412], [-4.88176, -2.07353, 2.71022], [-1.54751, 2.75944, 1.42524], [5.65273, -1.19391, 0.46715], [1.75337, 2.10391, -3.88110], [-3.06112, 3.03631, -3.97328], [1.72259, -3.78813, 2.19754], [3.49240, -2.21168, -2.65558], [3.06319, -3.71327, 1.88972], [-3.71326, -1.43855, 2.22548], [-4.82933, 0.40219, -1.53560], [0.67477, -0.87542, -0.73389], [-0.67230, -0.28389, -0.36444], [-2.96255, 2.36925, 1.54086], [-2.24557, 4.86545, -2.70577], [3.96366, 0.45241, 0.61972], [4.31583, -3.34600, -1.98654], [-2.99447, 3.52924, -2.64486], [4.01596, -3.92210, 3.01240], [0.64002, 2.30485, -3.00086], [-2.62328, -2.49293, 2.14974], [0.88207, 0.19568, 4.71159], [5.31411, 0.10769, 0.02974], [-5.09074, 0.03281, -3.04233], [-3.79968, 3.58827, 1.71340], [1.53271, -1.03738, 4.06446], [1.14809, 2.85994, -1.59586], [-2.78369, 5.47919, -3.42816], [3.24419, -2.80846, 1.30948], [-3.40950, 4.23233, 2.50146], [-3.29601, 1.78190, 0.68533], [-3.80775, -1.03479, 1.21745], [-4.58782, 1.46099, -1.44224], [0.81467, 1.06669, 4.05974], [-2.48498, 2.79743, -2.01799], [-3.42784, 2.14991, -4.01088], [-0.88011, 0.52733, -1.06217], [-2.34967, -2.94772, 3.10179], [1.44695, 0.48047, 5.59923], [-3.82354, 4.17446, 0.79475], [0.30115, 2.89889, -0.91082], [0.15447, 1.33187, -2.92573], [-2.28256, 5.44263, -1.78187], [3.35503, -4.48933, 1.18215], [1.46046, -0.15236, -0.95292], [-4.82178, 3.29470, 1.95259], [1.15097, -2.16437, 2.57143], [-3.95500, -0.17063, -4.59648], [1.04179, -1.61331, -0.02050], [-3.52724, -0.62910, 2.93138], [3.08585, -1.54536, -1.89477], [-1.65021, -2.09056, 1.86808], [-5.96083, 0.57390, -3.41415], [4.00115, -3.06125, 3.68086], [4.96523, -2.95270, -1.20442], [1.90380, -2.02964, -3.75873], [1.90119, 2.19785, -1.16859], [-0.06191, 2.96545, -3.50979], [-4.01163, -0.25095, -1.23084], [-5.69069, 0.11974, -0.93031], [-1.05263, 1.93695, 1.41057], [4.12178, -1.65465, -3.34963], [3.98578, 0.63525, 1.69404], [3.67118, 1.39041, 0.14780], [3.69508, -4.82377, 3.53407], [1.45801, -4.65992, 2.50019], [-5.27222, -1.02908, -3.20835], [3.23528, -0.33113, 0.41085], [6.56568, -1.31194, 0.19475], [-1.23173, 4.77313, -3.09525], [-2.88460, -3.28956, 1.45318], [-0.14633, 0.05233, 5.04319], [-1.54166, -0.94137, -0.37193], [1.57700, 3.86056, -1.64984], [4.94899, -3.85271, -2.71486], [5.03501, -4.15099, 2.70057], [-0.03905, -0.38521, 1.44497], [3.66499, -4.02954, -1.44129], [2.55265, -0.76732, 3.79081], [6.06952, 0.85103, 0.28446], [0.55222, -1.37367, -1.69557], [1.53618, -1.84452, 4.79700], [2.22610, 2.93585, -3.95852], [-5.55618, -1.40867, 2.55293], [-3.09533, 1.75084, 2.42858], [-3.99275, 3.72391, -2.25288], [5.24646, 0.03978, -1.05604]],
  "atomic_forces_ev_per_a": [[-0.1396, 0.0360, 0.2380], [-1.5304, 1.2691, 0.3119], [-0.4999, -0.1599, 0.3351], [-0.1770, -0.4845, -0.0979], [-0.2895, 0.3627, -0.6806], [-3.3557, 0.6160, 0.2655], [0.5740, -0.1170, 0.4534], [-0.2148, -0.2981, 0.3214], [0.2662, 0.7878, 0.0872], [-1.5800, 0.3977, 0.4561], [0.4158, -0.6768, 0.5143], [2.1069, -0.8034, -2.0383], [0.6793, -0.9969, 0.4208], [-0.1681, -1.2169, -1.5250], [-0.4975, -0.9053, -1.6078], [1.4573, 0.8952, -0.1664], [0.9026, 2.1987, 0.3209], [-0.5938, -0.0179, -0.4230], [0.2458, 0.5201, -0.2381], [-0.3746, 0.7713, -0.1005], [0.4453, 0.4296, -0.7825], [-0.0430, 0.1639, 1.0705], [1.3533, 0.6813, 0.5333], [0.8824, 0.0644, 0.4186], [-0.0263, -0.0755, 0.2760], [-0.6932, -0.4116, -0.1283], [0.1222, 0.4603, 0.8311], [-0.0811, 0.6293, -0.3227], [-0.2742, 2.1263, -0.0653], [-0.8704, -0.7437, -1.1923], [-0.0114, 0.0212, -0.1210], [-0.1296, 0.3744, 0.3816], [-0.0808, -0.1048, 0.0808], [0.5631, -0.6404, -0.4670], [-0.4410, 0.2254, -0.2094], [-0.0064, -0.0595, 0.0274], [0.4574, -0.0678, -0.2977], [0.1608, -0.1483, 0.3845], [-0.1477, -0.4515, 0.2515], [-0.1874, 0.1213, -0.0036], [-0.6533, -0.0514, 0.2461], [0.0726, 0.0775, -0.0198], [-0.0695, 0.0337, -0.0510], [-0.1094, 0.0709, 0.1715], [0.0912, -0.0040, 0.2649], [0.2311, -0.2751, 0.2219], [-0.4444, -0.2920, -0.4534], [-0.3090, 0.3880, 0.5165], [0.0375, -0.0083, 0.0308], [-0.0665, -0.7941, -0.4049], [0.1917, 0.0879, -0.2071], [-0.0995, 0.0013, 0.0849], [0.7301, 0.2907, -0.0185], [0.2990, 0.2429, 0.2204], [-0.1135, 0.3427, -0.4560], [-0.0259, 0.1397, -0.0500], [0.2181, -0.1799, 0.2973], [0.0942, 0.3693, -0.1639], [0.0225, 0.0424, -0.1376], [-0.0628, -0.0953, -0.1293], [-0.1922, 0.1933, 0.3703], [0.2769, 0.3014, 0.2467], [-0.1096, 0.2524, -0.0485], [1.7633, -2.6750, -0.4419], [0.1686, 0.1976, 0.1131], [0.1975, -0.1635, 0.0377], [-0.4076, 0.0150, 0.0106], [-0.0577, 0.0375, 0.3910], [0.1499, -0.0946, 0.0494], [-0.1701, -0.0834, 0.5376], [0.0359, 0.0764, -0.0527], [0.1524, -0.4312, 0.1179], [0.0028, -0.1186, 0.2902], [-0.1413, 0.1080, 0.0102], [-0.0435, -0.5403, 0.0101], [0.2300, -0.3871, 0.1786], [-0.0895, 0.0184, -0.2736], [-0.2781, -0.2203, 0.0332], [-0.0627, 0.3904, -0.2734], [0.4940, -0.1031, 1.0873], [-0.1637, -0.2161, -0.4093], [0.3323, -0.1455, 0.4141], [0.0799, 0.0198, 0.1628], [0.0691, -0.4823, -0.0398], [-0.1821, -0.3938, -0.4004], [0.0368, 0.0985, -0.0825], [-0.6355, -0.3148, 0.2764], [0.6971, -0.8603, 0.2701], [-0.2592, -0.1094, 0.1979], [-0.1467, 0.4719, -0.2581]],
  "de_lowest_kcal_mol": 0.00,
  "spin_multiplicity": 2,
  "homo_ev": [-11.944, -11.944],
  "charge": 1,
  "lumo_ev": [-2.38, -9.19]
}

=====

[2]
{
  "formula": "C20H60O10S10",
  "method": "wB97M-V/def2-TZVPD",
  "elements": ["S", "S", "S", "S", "S", "S", "S", "S", "S", "S", "O", "O", "O", "O", "O", "O", "O", "O", "O", "O", "C", "C", "C", "C", "C", "C", "C", "C", "C", "C", "C", "C", "C", "C", "C", "C", "C", "C", "C", "C", "H", "H", "H", "H", "H", "H", "H", "H", "H", "H", "H", "H", "H", "H", "H", "H", "H", "H", "H", "H", "H", "H", "H", "H", "H", "H", "H", "H", "H", "H", "H", "H", "H", "H", "H", "H", "H", "H", "H", "H", "H", "H", "H", "H", "H", "H", "H", "H", "H", "H", "H", "H", "H", "H", "H", "H", "H", "H", "H", "H"],
  "coordinates": [[-15.84240, -19.29729, 20.01180], [-20.98372, -5.84389, 15.68580], [-16.55964, -9.80449, 22.44011], [-8.92736, -10.33448, 16.66164], [-23.34722, -10.81844, 16.72670], [-21.19246, -12.07791, 9.59534], [-13.53449, -10.13218, 10.52012], [-16.03320, -14.30792, 17.03441], [-9.09927, -14.76968, 22.64378], [-19.23322, -20.84634, 15.06971], [-19.10043, -22.13073, 15.92533], [-14.69884, -9.62993, 11.33169], [-16.29749, -10.42353, 21.06556], [-10.11058, -13.69526, 22.50173], [-21.22716, -12.56262, 8.14724], [-16.72809, -20.54238, 20.28070], [-16.13531, -15.51341, 16.03564], [-8.45212, -11.76580, 17.01274], [-23.75903, -11.66624, 15.52329], [-21.09373, -4.53274, 16.36270], [-19.52950, -11.38815, 9.96229], [-9.40124, -9.63438, 18.31714], [-18.02766, -10.78266, 23.09333], [-22.00559, -11.72854, 17.72523], [-17.57106, -20.81356, 14.24987], [-14.41591, -13.93260, 17.71885], [-15.24594, -18.52889, 21.61512], [-22.33145, -10.59709, 9.50582], [-13.66900, -9.28382, 8.80612], [-24.67926, -10.62776, 17.89842], [-9.20035, -15.85488, 21.10190], [-15.94806, -12.91319, 15.92546], [-14.24319, -20.03152, 19.46889], [-13.73001, -11.90557, 10.06386], [-7.47668, -14.12221, 22.17029], [-20.66936, -5.40728, 13.92815], [-20.36903, -21.27362, 13.71279], [-19.39966, -6.76198, 16.20009], [-10.55790, -10.73868, 15.96198], [-15.11844, -10.28328, 23.51906], [-15.04100, -19.39194, 22.24857], [-14.44143, -14.57642, 18.59802], [-12.83008, -12.48326, 10.27481], [-24.46225, -10.67762, 18.96543], [-7.17482, -13.28315, 22.79716], [-11.14269, -11.46631, 16.52471], [-23.31762, -11.03019, 9.33850], [-12.73201, -9.19889, 8.25572], [-15.89255, -17.78307, 22.07744], [-14.35983, -12.89610, 18.05147], [-21.94741, -11.10729, 18.61897], [-18.47321, -6.29281, 15.86892], [-18.95656, -12.27804, 10.22293], [-14.21643, -9.89857, 8.09162], [-19.80372, -4.74540, 13.95438], [-22.24576, -10.14267, 10.49287], [-25.20499, -11.57739, 17.79882], [-14.29854, -12.14763, 10.96179], [-16.68858, -13.15657, 15.16356], [-6.72899, -14.90979, 22.07654], [-21.31467, -21.65335, 14.09968], [-21.47987, -4.94063, 13.36832], [-19.21917, -10.53694, 9.35629], [-19.97997, -21.77539, 12.82681], [-10.23958, -10.16173, 18.77233], [-22.49660, -12.67177, 17.96464], [-16.85350, -20.14410, 14.72425], [-14.98675, -11.36218, 23.60104], [-9.58568, -8.56107, 18.27155], [-21.96129, -9.93755, 8.72091], [-11.14027, -9.82440, 15.84777], [-15.06999, -9.73601, 24.46047], [-19.47808, -6.46816, 17.24681], [-20.48523, -6.32302, 13.36636], [-14.20994, -8.33851, 8.76285], [-14.27709, -18.07338, 21.41031], [-19.52621, -10.98933, 10.97671], [-21.01564, -11.86748, 17.29071], [-14.29495, -12.23651, 9.19242], [-17.13297, -21.80914, 14.32052], [-16.25924, -12.06284, 16.53222], [-18.89166, -10.41537, 22.53951], [-20.56763, -20.34878, 13.17119], [-13.64428, -14.40744, 17.11287], [-25.45164, -9.91210, 17.61671], [-8.45060, -16.63595, 20.97577], [-18.21981, -10.47725, 24.12188], [-13.47231, -19.26931, 19.35538], [-19.20039, -7.82859, 16.09649], [-10.17612, -16.26264, 20.83787], [-13.83794, -20.80784, 20.11790], [-9.26634, -15.27473, 20.18148], [-10.50295, -11.21289, 14.98208], [-18.03780, -11.86287, 22.94795], [-14.95305, -12.67507, 15.54948], [-14.18228, -20.48249, 18.47843], [-17.62393, -20.60180, 13.18195], [-8.49680, -9.65792, 18.92503], [-14.21878, -10.09693, 22.93256], [-7.50197, -13.67445, 21.17683]],
  "atomic_forces_ev_per_a": [[-0.9525, -2.2409, -0.0369], [-0.8366, -1.1125, -1.2266], [-0.0756, -1.6494, -1.1449], [-0.3624, -3.1996, 1.3547], [2.2420, 0.6511, -2.3625], [-0.7736, 0.1294, -1.9499], [0.1339, 1.5992, -1.1696], [-0.8476, -1.3889, -2.7000], [0.1018, -1.0417, -1.2703], [1.0591, -2.8311, 1.2524], [-0.5110, 2.1229, -1.1385], [0.5367, -0.9420, -0.8666], [-0.0800, 0.7805, 1.6540], [0.2199, -0.0151, -0.1318], [0.5100, 0.3639, 1.6404], [1.5977, 2.5268, 0.0450], [1.0255, 2.0347, 2.3961], [-0.0143, 2.1978, -0.5077], [0.0317, 0.6082, 2.1565], [0.7904, -0.0471, 0.3966], [-1.2072, 0.3237, 1.3372], [0.1962, 0.4942, -0.6142], [0.2638, 0.8441, 0.0974], [-2.2422, 0.2780, 0.4132], [-0.1245, -0.2461, -0.7048], [-0.1032, -2.2508, 0.9922], [0.7184, -1.1293, -0.6218], [1.5725, -0.7946, 0.8510], [-0.3448, -1.1519, -0.6194], [-1.1346, -2.4120, 0.4878], [-0.8250, 0.4567, -0.8850], [-0.7212, 0.5411, 0.2560], [1.0816, 0.3473, 0.0169], [-0.7114, 0.1395, 1.3617], [0.1779, 0.6862, -0.8522], [0.7182, -0.6220, 0.1506], [0.4287, 1.1921, -1.2701], [0.3478, 1.7944, 0.2603], [-0.7543, 0.6756, -0.2066], [-0.0536, -0.6543, -0.7984], [-0.2631, 0.1356, 0.3176], [0.3556, 0.2452, 0.4558], [0.3925, 0.4404, -0.6758], [0.5668, 0.7823, -0.1181], [-0.0158, -0.4564, 0.5354], [0.4401, 0.1836, 0.7262], [0.1830, 0.1974, -0.1207], [0.5035, 0.2100, 0.7738], [-0.3367, -0.3895, -0.3698], [0.1905, -0.0899, -0.4477], [0.2061, -0.1197, 0.1162], [-0.1560, 0.4420, -0.3546], [0.6401, 0.0472, -1.3645], [-0.4406, -0.4825, 0.4026], [0.0424, -0.0747, -0.2506], [-0.3408, 0.2724, -0.0529], [-0.2778, -0.3469, -0.1955], [-0.5707, -0.3136, -0.0453], [0.2133, 0.3737, -0.1476], [-0.0726, -0.0925, 0.5883], [0.3921, -0.1812, 0.1160], [-0.3543, 0.2218, 0.8752], [0.4566, -0.8121, -0.5798], [0.3518, -1.1856, 0.7018], [0.2247, -0.1217, -0.1048], [0.4075, -0.2074, 0.1395], [-0.5249, 0.2828, 0.1802], [-0.7680, -0.1489, 0.5151], [-0.4583, 0.0220, -0.4445], [-0.2589, -0.1279, -0.0296], [-0.0764, 0.0925, -0.0060], [-0.2708, -0.1558, -0.0857], [0.1083, -0.4272, 0.2581], [0.4603, -0.1313, 0.1562], [0.2765, 0.0668, 0.9280], [-0.0472, 0.1436, -0.1881], [-0.7682, 0.3970, 0.2828], [-0.5081, 0.2985, -0.5648], [0.2035, 0.4172, -0.0771], [-0.4781, -0.2021, 0.2718], [-0.2253, 0.2318, -0.1949], [0.2408, 0.2714, -0.2951], [-0.4108, 0.6922, 0.5680], [0.1864, 0.8307, -0.3861], [0.7302, 0.4801, -0.0868], [0.1053, 0.2016, 0.4598], [0.2379, -0.2487, 0.1647], [-0.0824, 0.4461, 0.4572], [-1.1247, -0.0546, -0.2595], [-0.4619, -0.6854, 1.6187], [-0.4479, 0.1449, 0.5248], [1.2715, 1.0523, 0.1195], [0.7741, 0.3030, -0.0937], [0.7331, 0.0767, 0.1131], [-0.0699, -0.5071, -0.2030], [-1.2639, 0.0323, -0.1267], [-0.1914, 0.3605, 0.0148], [0.0195, -0.6706, -0.0836], [-0.2082, 0.8593, -0.2616], [-0.5185, -0.0799, -0.2090]],
  "de_lowest_kcal_mol": 165.03,
  "homo_ev": -8.499,
  "charge": 0,
  "lumo_ev": -0.04
}